Entry from OMol25: 2 unconnected molecules or ions with the total composition C7H15P (ωB97M-V with the def2-TZVPD basis set).

Results
lowest unoccupied orbital energy: 0.019 Eh
charge: 0
ΔE to the lowest compared entry with this formula, charge and spin: 65.1 kcal per mole
HOMO-LUMO gap: 9.09 eV
highest occupied orbital energy: -8.5608 eV
2S+1: 1

Geometry (Å):
C (0.1413, 0.1901, 1.8872)
C (1.2931, -0.6305, 2.1519)
C (1.1770, 1.5395, -0.4237)
C (-1.1688, -1.5026, -0.3191)
C (-0.7580, -0.1267, -2.4409)
C (-0.0850, 0.7050, -0.1303)
C (-0.1946, -0.4629, -1.0545)
P (-1.0444, 0.7014, 2.9718)
H (1.3910, -1.5227, 1.5954)
H (1.2673, -0.9468, 3.2466)
H (2.4003, -0.1194, 1.9928)
H (2.0131, 1.3140, 0.2382)
H (0.9103, 2.5069, 0.0091)
H (1.3670, 1.5167, -1.5039)
H (-1.5247, -2.3602, -0.8833)
H (-0.6031, -1.9384, 0.4389)
H (-2.0110, -0.8306, -0.1598)
H (-0.7732, -0.9058, -3.1514)
H (-1.7723, 0.2105, -2.4676)
H (-0.1965, 0.6419, -3.1038)
H (-0.9742, 1.3412, 0.1452)
H (0.7853, -0.8147, -1.0307)
H (-1.6400, 1.4942, 1.9919)